No. 1
Computed, not measured: an isolated molecule of C3H7N3, with the ωB97M-V functional and the def2-TZVPD basis.

```
13
Properties=species:S:1:pos:R:3:nbo_charge:R:1
N -2.09 -0.84 -0.03 -0.67
N -1.86 0.58 -0.11 -0.24
C -0.83 1.15 0.09 0.04
C 0.29 0.18 0.54 -0.18
C 1.60 0.32 -0.37 -0.27
N 0.94 -0.94 -0.17 -0.61
H -1.06 -1.32 0.02 0.38
H -2.67 -1.09 -0.84 0.38
H -0.45 2.29 -0.22 0.21
H 0.57 -0.09 1.68 0.21
H 1.69 0.74 -1.34 0.21
H 2.43 0.48 0.28 0.18
H 1.45 -1.47 0.47 0.36
```

Results
Orbital gap in eV: 9.71
SMILES: N/N=C\[C@@H]1CN1

No. 2
Computed, not measured: a cluster of 2 separate species, C3H7N3 in total, with the ωB97M-V functional and the def2-TZVPD basis.

```
13
Properties=species:S:1:pos:R:3:nbo_charge:R:1
N -2.07 -0.47 -0.08 -0.88
C -0.93 0.44 -0.06 -0.35
C 0.40 -0.17 0.31 0.09
N 0.31 -1.46 0.47 -0.73
C 2.94 1.37 -0.24 0.03
N 3.89 1.92 -0.62 -0.38
H -2.81 -0.15 0.52 0.37
H -2.46 -0.56 -1.01 0.37
H -1.09 1.28 0.62 0.22
H -0.76 0.91 -1.04 0.22
H 2.02 0.83 0.08 0.24
H -0.59 -1.94 0.37 0.39
H 1.13 -2.01 0.69 0.39
```

Results
Orbital gap in eV: 9.64

No. 3
Computed, not measured: an isolated molecule of C3H7N3, with the ωB97M-V functional and the def2-TZVPD basis.

```
13
Properties=species:S:1:pos:R:3:nbo_charge:R:1
H 1.18 -1.57 -1.49 0.35
N 1.73 -0.80 -1.10 -0.72
C 1.04 -0.08 -0.31 0.45
N 1.30 1.01 0.44 -0.48
N -0.24 1.43 0.21 -0.41
C -0.53 0.09 -0.22 -0.15
C -1.21 -0.76 0.84 -0.62
H 2.13 1.51 0.12 0.38
H -0.26 2.09 -0.58 0.35
H -0.98 0.00 -1.22 0.20
H -1.19 -1.81 0.55 0.21
H -2.25 -0.45 0.96 0.21
H -0.71 -0.66 1.81 0.23
```

Results
Orbital gap in eV: 10.11
SMILES: [H]/N=C1/NN[C@@H]1C

Sequential maximum force output: 8.636, 1.043, 4.618 eV Å⁻¹
Sequential electronic energy output: -7689.7183, -7692.3898, -7692.2081 eV
Sequential energy above the lowest of the compared OMol25 structures with the same formula, charge and spin output: 4.961, 2.289, 2.471 eV